The following is a DFT calculation (wB97M-V/def2-TZVPD) of a 2-piece molecular cluster, CH7N6 overall.

XYZ file:
```
14
Properties=species:S:1:pos:R:3:forces:R:3:lowdin_charge:R:1
N -0.003073 1.416494 1.783197 -0.10 1.36 0.55 0.2475
N 1.178445 1.181909 -2.290916 0.27 1.40 -2.37 0.2158
N -0.117514 0.465758 -0.320809 -0.09 1.21 0.19 -0.1150
N -1.024030 -2.216418 1.801468 -0.49 -0.21 0.30 0.1282
N -0.027329 1.341818 0.656387 0.27 -0.59 0.10 -0.0758
N -0.380843 -0.732690 0.184802 -1.45 -2.34 0.70 0.0143
C -0.835769 -0.977598 1.367091 1.96 1.41 -1.83 -0.2586
H -1.058623 -3.005293 1.135273 -0.13 0.80 0.97 0.1441
H 1.650386 1.847477 -1.629428 0.27 -0.73 -1.47 0.1504
H -1.427735 -2.202819 2.721158 -0.14 -1.09 0.00 0.1116
H 1.753369 0.599809 -2.945728 0.04 0.76 1.29 0.1584
H 0.589960 0.640498 -1.572703 -0.59 -0.19 0.16 0.0110
H 0.559064 1.733007 -2.953634 0.71 -0.62 1.25 0.1644
H -0.856309 -0.091953 2.063842 -0.54 -1.16 0.16 0.1038
```
Positions in Å, forces in eV/Å.

Summary:
Max |F|, eV Å⁻¹: 3.03
Net charge: +1
Relative energy (zero: lowest compared OMol25 entry of this formula, charge and spin), kcal per mole: 87.1
HOMO, eV: -12.34
HOMO-LUMO gap, eV: 7.6

The following is a DFT calculation (wB97M-V/def2-TZVPD) of C42H37N10PSV as an isolated structure.

XYZ file:
```
92
Properties=species:S:1:pos:R:3:forces:R:3:mulliken_spin:R:1
V -0.692254 1.123511 -0.165498 0.99 1.87 -0.84 2.1931
S -1.158204 2.680584 -2.674011 0.25 -0.41 -0.05 -0.0085
P 1.688327 -1.180053 0.291357 0.34 -0.35 -0.39 0.0978
N -2.503624 1.809481 -0.031015 -1.08 0.07 0.18 -0.1128
N 0.846337 1.079912 2.677108 -0.05 0.09 0.22 0.1041
N -0.744485 -0.126506 -1.746423 -0.44 -0.83 -1.09 -0.2306
N 0.148837 1.533651 -4.688012 -0.04 0.00 -0.07 -0.0026
N 1.660515 1.738077 -0.979449 0.16 -0.35 -0.06 0.0090
N 2.874646 -0.245688 -0.511988 -0.38 0.29 0.03 -0.0107
N -0.353861 0.087708 -3.040547 0.05 0.06 0.15 0.0053
N -0.338264 2.721531 0.933298 0.42 0.91 1.24 0.1451
N -1.421187 -0.487674 0.723521 -0.50 -1.35 0.76 -0.1390
N 0.788214 3.128234 1.497518 -0.47 0.23 -0.04 0.4645
C 4.858561 -3.353394 1.833875 -0.01 -0.01 0.06 0.0007
C 1.442255 0.359727 3.632430 -0.16 0.29 -0.12 -0.0316
C -1.308726 -1.273872 -1.519553 0.19 0.21 0.04 0.0464
C -5.963069 -0.493525 -0.845507 0.05 -0.01 -0.05 -0.0059
C 1.477755 -2.562980 -0.929375 0.08 0.00 0.04 0.0093
C -3.742120 3.903365 0.474977 0.04 0.02 -0.09 -0.0703
C -1.668189 -1.517694 -0.113988 -0.02 0.22 -0.03 0.0634
C -2.427668 5.755438 1.324120 -0.03 -0.02 -0.06 -0.0556
C 1.247863 -4.733057 -2.679768 -0.03 0.03 0.03 0.0025
C -2.654014 -2.762509 1.676268 0.00 -0.08 -0.04 0.0214
C -3.704695 1.086073 -0.327047 0.27 0.33 0.22 0.0227
C 1.460225 2.201273 2.254505 -0.08 -0.26 -0.12 -0.0334
C 2.758872 0.989706 -1.137856 -0.16 0.03 0.15 0.0322
C 2.408817 -2.396275 2.703255 -0.07 -0.09 -0.04 0.0006
C -2.258157 -2.680386 0.353626 -0.14 -0.29 -0.09 0.0143
C 1.763691 -3.525973 -3.127295 0.03 0.04 0.05 -0.0017
C -5.090217 -0.153005 -1.872161 0.06 0.07 0.04 0.0046
C -5.716201 -0.024537 0.439148 0.05 0.09 0.02 0.0050
C 2.818850 -2.128685 1.401252 -0.14 0.02 0.12 -0.0117
C -3.971983 0.637863 -1.618764 -0.04 -0.07 -0.05 -0.0038
C 4.040898 -2.646532 0.966699 0.05 -0.04 0.04 0.0026
C 3.218323 -3.120666 3.574327 -0.03 -0.03 -0.04 -0.0034
C 4.452150 -3.584986 3.146860 -0.03 0.04 -0.08 -0.0008
C -2.583069 3.108848 0.406044 0.15 -0.26 -0.14 0.0734
C 2.678336 0.654857 4.174299 -0.06 -0.03 0.01 0.0860
C 0.816221 -4.851743 -1.361133 0.02 0.05 0.03 -0.0027
C 3.810450 2.651792 -2.508169 0.07 -0.06 0.01 0.0012
C -0.416785 1.347090 -3.458205 -0.13 -0.18 0.22 -0.0014
C 2.700555 3.460064 -2.307442 0.11 0.11 -0.09 -0.0066
C 3.353307 1.762439 3.662631 0.07 0.00 -0.06 -0.0248
C 0.935570 -3.775769 -0.492486 -0.03 0.04 -0.09 0.0019
C -1.280661 4.994436 1.283407 0.02 0.01 -0.06 0.1071
C -1.352551 3.667767 0.840112 -0.03 -0.20 0.01 -0.0710
C 1.874347 -2.442316 -2.257538 -0.06 -0.08 -0.04 0.0046
C -3.656555 5.200395 0.929806 0.00 0.07 0.02 0.0703
C 3.852968 1.418299 -1.903046 0.09 0.00 -0.05 0.0014
C 1.678158 2.970101 -1.534166 0.00 -0.19 0.37 0.0296
C -4.599763 0.762964 0.693952 -0.03 -0.09 0.03 -0.0177
C -2.447871 -1.677118 2.512010 -0.04 -0.10 0.10 0.0007
C -1.823411 -0.561977 1.998100 0.26 0.14 -0.16 0.1165
C -1.643481 -2.188059 -2.635649 -0.17 -0.39 0.03 0.0048
C 2.754197 2.535715 2.697957 0.08 0.11 -0.07 0.0634
H 4.713778 0.768530 -2.009337 -0.03 0.03 -0.01 -0.0003
H 2.083538 -3.423326 -4.158596 -0.01 0.01 0.06 -0.0001
H -0.153016 2.353449 -5.181199 0.03 0.10 -0.04 -0.0009
H 1.440569 -2.034524 3.037475 0.24 -0.21 -0.12 0.0097
H 3.231175 3.417656 2.287706 -0.05 -0.03 0.06 0.0070
H -4.401442 1.131366 1.694423 -0.01 -0.02 -0.01 0.0017
H -4.555269 5.806349 0.982362 0.06 -0.05 -0.03 0.0032
H -5.285179 -0.493844 -2.884574 0.02 0.04 0.08 0.0002
H -2.223199 -3.048887 -2.301353 0.06 0.07 -0.06 0.0005
H 3.100408 0.046167 4.963923 -0.03 0.01 -0.06 0.0036
H -3.131863 -3.660593 2.048616 0.03 0.02 -0.03 -0.0003
H -2.764741 -1.691720 3.546077 0.02 0.02 -0.03 -0.0005
H 2.255817 -1.496480 -2.623502 0.01 -0.03 0.00 -0.0007
H -6.832777 -1.110170 -1.047267 0.07 0.06 0.02 -0.0004
H -1.612679 0.309660 2.602242 0.06 0.05 -0.02 0.0069
H 2.624632 4.447228 -2.744459 -0.01 -0.07 0.07 -0.0003
H 0.873695 -0.493247 3.998500 0.02 0.19 0.01 0.0033
H -6.398314 -0.267982 1.247091 0.05 0.01 -0.04 0.0000
H 4.335079 2.021848 4.037096 0.03 0.02 -0.01 -0.0008
H 5.089769 -4.140951 3.824531 -0.03 0.03 -0.05 0.0000
H 0.307171 0.702658 -5.237756 0.02 0.02 0.07 -0.0004
H 2.880441 -3.320497 4.585798 0.03 0.02 -0.07 -0.0002
H 3.779073 -0.662323 -0.629909 0.22 -0.08 -0.12 0.0030
H -4.690680 3.491284 0.156478 0.00 0.01 0.00 0.0010
H 1.177120 -5.578283 -3.354372 -0.02 0.04 0.03 0.0002
H -0.734933 -2.532341 -3.131074 -0.02 0.00 0.00 0.0047
H 4.356048 -2.544203 -0.068445 -0.03 0.06 0.05 -0.0005
H -2.406078 -3.513123 -0.320442 -0.05 0.05 0.06 0.0014
H 5.809806 -3.738760 1.483183 -0.07 0.01 0.03 0.0000
H -0.322397 5.386442 1.599314 -0.07 -0.03 0.03 0.0085
H -2.388679 6.781673 1.668571 0.01 -0.04 -0.01 -0.0046
H 0.616768 -3.879140 0.541609 0.03 -0.03 -0.05 0.0015
H 4.640600 2.988903 -3.116948 -0.01 -0.02 0.02 -0.0001
H 0.401758 -5.790207 -1.007874 0.04 0.06 -0.01 0.0000
H 0.822665 3.585853 -1.329470 -0.11 0.03 0.05 0.0025
H -2.221870 -1.633564 -3.377701 0.02 -0.02 0.00 0.0009
H -3.304976 0.939177 -2.417089 0.03 -0.04 0.01 -0.0084
```
Positions in Å, forces in eV/Å.

Summary:
Max |F|, eV Å⁻¹: 2.27
2S+1: 4
Relative energy (zero: lowest compared OMol25 entry of this formula, charge and spin), kcal per mole: 24.9
HOMO (spin up / spin down), eV: -6.34 / -6.69
⟨S²⟩: 3.898
HOMO-LUMO gap (spin up / spin down), eV: 6.2 / 6.2

The following is a DFT calculation (wB97M-V/def2-TZVPD) of a 2-piece molecular cluster, C5H5F2N overall.

XYZ file:
```
13
Properties=species:S:1:pos:R:3:forces:R:3:lowdin_charge:R:1
F -1.309865 0.682479 1.614724 1.29 -1.92 -3.34 -0.2219
F -0.397076 2.116646 -0.625873 -0.14 0.12 0.04 0.0512
N -2.830912 -1.442758 -0.710597 -0.13 -0.11 -0.04 0.2137
C 0.040168 0.840216 -0.720370 0.19 0.28 -0.21 -0.2853
C 1.305588 0.452723 0.062631 0.11 0.21 -0.07 -0.0744
C -0.714959 -0.237304 0.037011 -0.54 2.19 3.62 -0.1379
C 0.579249 -0.826243 0.524481 0.12 -0.22 0.06 -0.0866
C -1.900252 -0.890079 -0.330722 -0.68 -0.24 -0.16 -0.1346
H 0.601633 -1.031380 1.591020 -0.15 -0.03 0.01 0.1311
H 2.213374 0.331089 -0.520728 0.00 0.01 -0.01 0.1125
H 1.477780 1.142795 0.884913 -0.08 0.00 -0.01 0.1266
H 0.850611 -1.732338 -0.015110 -0.04 -0.05 -0.10 0.1322
H 0.084662 0.594152 -1.791386 0.05 -0.24 0.20 0.1734
```
Positions in Å, forces in eV/Å.

Summary:
Max |F|, eV Å⁻¹: 4.27
Relative energy (zero: lowest compared OMol25 entry of this formula, charge and spin), kcal per mole: 72.3
HOMO, eV: -12.18
HOMO-LUMO gap, eV: 10.7

The following is a DFT calculation (wB97M-V/def2-TZVPD) of H16O8 as an isolated structure.

XYZ file:
```
24
Properties=species:S:1:pos:R:3:forces:R:3:lowdin_charge:R:1
O -27.251880 37.841480 18.594800 -0.70 0.51 -0.65 -0.0480
O -25.555430 34.224320 19.432400 -2.41 -5.30 0.54 -0.0402
O -29.110040 34.880460 20.386610 -2.80 -1.04 -0.36 -0.0853
O -24.347220 35.947030 19.234720 4.97 -0.30 -0.13 0.0511
O -29.142830 37.967850 21.079170 -0.03 0.03 -0.27 -0.0329
O -27.088470 34.024070 21.868000 0.91 -0.98 1.50 -0.0670
O -24.908050 37.983900 18.978960 0.19 5.27 -0.76 0.0715
O -27.096780 35.827730 20.138540 0.56 3.84 0.53 -0.0966
H -24.693690 36.839320 19.237630 -0.29 0.32 0.94 -0.1563
H -23.494900 36.021930 18.805560 0.30 -0.44 0.02 0.1128
H -27.020060 34.815630 21.334170 -0.57 0.06 0.29 -0.0490
H -24.964970 37.838430 18.034590 -0.07 0.19 -0.45 0.1109
H -25.137470 35.052940 19.198020 1.06 -0.49 -1.15 -0.1767
H -26.265300 35.364240 20.038280 0.25 -0.97 -0.95 -0.0285
H -28.994080 35.342200 21.217020 -0.08 -0.03 -0.02 0.0176
H -27.215630 38.500080 17.901140 -0.27 0.31 -0.33 0.0816
H -28.207160 37.941440 21.279270 0.20 -0.03 0.17 0.0224
H -27.288310 33.328580 21.241440 -0.33 -0.06 -0.14 0.0446
H -28.512300 35.320210 19.782000 -0.33 -0.27 0.14 -0.0220
H -26.859920 36.754690 20.108910 -0.06 0.21 0.03 0.0460
H -25.380890 34.123740 20.368160 0.50 -0.92 0.35 0.0446
H -29.532780 38.437390 21.816540 -0.19 0.11 0.19 0.0458
H -28.152780 37.518810 18.572510 -0.53 -0.19 0.21 0.0826
H -25.716190 38.447020 19.199570 -0.25 0.18 0.28 0.0708
```
Positions in Å, forces in eV/Å.

Summary:
Max |F|, eV Å⁻¹: 5.84
Relative energy (zero: lowest compared OMol25 entry of this formula, charge and spin), kcal per mole: 153.2
HOMO, eV: -9.25
HOMO-LUMO gap, eV: 8.8

The following is a DFT calculation (wB97M-V/def2-TZVPD) of an isolated ion of composition C4H3O3 and charge -1.

XYZ file:
```
10
Properties=species:S:1:pos:R:3:forces:R:3:lowdin_charge:R:1
O -2.684545 -0.474770 -0.542846 0.11 -0.05 -0.99 -0.0611
O -2.032238 -0.639514 1.579176 0.33 -0.16 0.34 -0.0693
O 1.570797 0.802318 1.224056 0.19 -1.35 0.81 0.0546
C -1.841825 -0.568090 0.352529 -0.19 -0.12 0.65 -0.7555
C 0.716923 0.274156 0.323750 -1.88 -1.64 -1.78 -0.3122
C 0.778932 -0.171690 -1.110441 0.77 -1.41 1.97 -0.0765
C -0.346423 -0.456712 -0.016536 1.91 2.71 0.59 0.0121
H 0.702536 0.544066 -1.926059 -0.06 -0.17 -0.12 0.0561
H 1.499691 -1.047060 -1.160343 -0.83 0.95 -1.10 0.0744
H 1.636150 1.737296 1.276718 -0.37 1.24 -0.36 0.0773
```
Positions in Å, forces in eV/Å.

Summary:
Max |F|, eV Å⁻¹: 3.36
Net charge: -1
SMILES: O=C([O-])C1=C(O)C1
Relative energy (zero: lowest compared OMol25 entry of this formula, charge and spin), kcal per mole: 43.4
HOMO, eV: -4.04
HOMO-LUMO gap, eV: 7.5

The following is a DFT calculation (wB97M-V/def2-TZVPD) of the molecule C7H11NO.

XYZ file:
```
20
Properties=species:S:1:pos:R:3:forces:R:3:lowdin_charge:R:1
O -0.251924 -1.501751 0.476450 0.42 -1.58 -1.09 -0.1237
N -0.840169 -0.869383 1.509388 -0.20 1.82 0.85 0.0337
C -0.914740 0.891002 -0.004770 0.51 -0.28 0.28 -0.1780
C 1.510977 1.058050 0.842659 -0.09 -0.16 0.23 -0.0318
C -0.095444 1.736764 -0.905150 -0.34 -0.23 -0.76 -0.0268
C -1.132549 0.385009 1.349458 -0.46 0.26 0.98 -0.1250
C 0.603868 -0.864339 -0.584392 -0.34 0.43 -0.35 -0.2773
C 0.598614 0.585602 -0.277375 -0.79 0.04 0.24 -0.3957
C 0.114280 -1.344460 -1.978546 0.70 -0.34 0.82 -0.0183
H 1.716064 0.298678 1.639864 -0.50 0.76 -0.54 0.1067
H -1.552971 0.943517 2.221793 0.35 -0.80 -0.79 0.1256
H 1.609773 -1.238988 -0.390464 -0.06 -0.37 -0.04 0.1428
H 0.237748 -2.449130 -2.012259 0.03 0.72 -0.11 0.0882
H 0.285402 2.663343 -0.568052 0.22 1.00 -0.15 0.0916
H 0.772717 -0.861909 -2.729707 -0.50 -0.37 0.24 0.0931
H 1.146384 2.042147 1.231071 0.28 -1.02 0.12 0.1041
H -0.452824 1.655671 -1.943264 0.35 0.34 0.54 0.1259
H -1.469534 0.258370 -0.647077 -0.72 -0.71 -0.53 0.1097
H 2.441551 1.260949 0.347138 0.83 0.20 -0.03 0.0761
H -0.947766 -1.158724 -2.177666 0.31 0.29 0.11 0.0792
```
Positions in Å, forces in eV/Å.

Summary:
Max |F|, eV Å⁻¹: 2.02
SMILES: C[C@@H]1ON=C[C@H]2C[C@]12C
Relative energy (zero: lowest compared OMol25 entry of this formula, charge and spin), kcal per mole: 108.2
HOMO, eV: -8.75
HOMO-LUMO gap, eV: 9.7